[1]
Formula: C32H73N2NbO15P3S
Source: OMol25
Level of theory: the ωB97M-V functional and the def2-TZVPD basis

As for the total energy: -108299.645 eV. The value obtained for the molecular weight is 943.830 g/mol.

The geometry in ORCA input format:
```
! RIJCOSX wB97M-V def2-TZVPD def2/J DEFGRID3
* xyz -1 1
C -0.365 11.473 -1.916
C -0.470 11.944 -0.400
O -0.182 13.145 -0.147
O -0.811 11.135 0.705
C -1.653 10.006 0.338
C -2.439 9.379 1.581
C -1.550 8.293 2.407
C -1.396 7.014 1.449
C -2.449 5.820 1.790
C -1.614 4.559 2.328
C -1.994 3.161 1.578
C -1.364 1.991 2.528
Nb -1.099 0.005 1.446
C -0.799 -2.122 0.657
C -1.131 -3.161 1.869
S -0.434 -4.828 1.428
C 0.405 -5.615 2.853
N 0.797 -5.124 4.132
N 1.369 -6.219 4.739
C 1.378 -7.342 3.873
O 0.760 -6.961 2.651
H -1.046 10.606 -2.201
H -0.703 12.362 -2.564
H 0.734 11.301 -2.196
H -0.965 9.244 -0.190
H -2.429 10.307 -0.465
H -2.911 10.158 2.271
H -3.318 8.767 1.154
H -2.084 8.023 3.382
H -0.508 8.710 2.668
H -1.578 7.258 0.335
H -0.306 6.674 1.508
H -3.098 5.599 0.878
H -3.155 6.145 2.638
H -0.484 4.655 2.236
H -1.821 4.349 3.445
H -3.137 3.045 1.524
H -1.561 3.125 0.524
H -2.053 1.926 3.436
H -0.350 2.422 2.882
H -2.385 0.391 0.208
H -2.360 -0.696 2.576
H 0.269 -0.361 2.629
H 0.171 0.704 0.315
H -1.550 -2.372 -0.172
H 0.287 -2.253 0.289
H -2.253 -3.234 2.037
H -0.697 -2.714 2.839
H 1.758 -8.403 4.052
O 7.419 -8.923 4.942
P 7.161 -8.712 3.448
O 7.865 -10.117 2.922
C 7.176 -11.338 3.140
C 5.961 -11.461 2.235
O 8.435 -7.688 3.169
C 9.032 -6.956 4.232
C 10.214 -7.713 4.811
O 6.738 -8.402 1.813
C 5.445 -7.828 1.614
C 5.272 -6.520 2.363
H 6.887 -11.428 4.191
H 7.877 -12.146 2.918
H 5.179 -10.760 2.541
H 5.545 -12.470 2.285
H 6.220 -11.233 1.198
H 8.294 -6.710 4.999
H 9.382 -6.006 3.818
H 9.957 -8.743 5.067
H 10.589 -7.215 5.709
H 11.024 -7.766 4.079
H 4.679 -8.547 1.922
H 5.327 -7.657 0.542
H 5.297 -6.679 3.448
H 4.314 -6.059 2.113
H 6.077 -5.825 2.118
O -5.687 -5.417 0.869
P -6.017 -6.828 1.362
O -4.811 -7.615 0.547
C -3.477 -7.477 1.019
C -3.267 -8.236 2.319
O -7.256 -7.124 0.300
C -7.951 -6.054 -0.330
C -7.331 -5.728 -1.677
O -6.439 -8.345 2.052
C -6.818 -8.306 3.428
C -7.990 -7.375 3.677
H -3.226 -6.421 1.143
H -2.819 -7.887 0.249
H -3.798 -7.747 3.142
H -2.206 -8.268 2.577
H -3.648 -9.257 2.242
H -7.988 -5.177 0.321
H -8.985 -6.379 -0.479
H -6.252 -5.582 -1.610
H -7.779 -4.825 -2.100
H -7.491 -6.554 -2.376
H -5.957 -8.005 4.031
H -7.088 -9.324 3.718
H -7.718 -6.333 3.477
H -8.319 -7.443 4.717
H -8.827 -7.623 3.021
O 2.320 9.208 -8.484
P 1.129 9.222 -7.521
O 1.896 9.976 -6.263
C 2.164 11.365 -6.371
C 0.893 12.189 -6.252
O 1.283 7.659 -6.992
C 1.981 6.689 -7.764
C 3.438 6.611 -7.342
O -0.300 9.252 -6.568
C -1.505 9.533 -7.281
C -1.754 8.544 -8.405
H 2.679 11.581 -7.311
H 2.843 11.626 -5.554
H 0.265 12.060 -7.140
H 1.130 13.251 -6.160
H 0.304 11.878 -5.386
H 1.880 6.893 -8.832
H 1.504 5.722 -7.583
H 3.914 7.593 -7.322
H 4.002 5.965 -8.019
H 3.517 6.206 -6.330
H -1.464 10.553 -7.673
H -2.326 9.487 -6.562
H -0.990 8.632 -9.186
H -2.729 8.724 -8.866
H -1.721 7.518 -8.032
*
```

=====

[2]
Formula: C32H73NO6P3S3
Source: OMol25
Level of theory: the ωB97M-V functional and the def2-TZVPD basis

As for the total energy: -108506.369 eV. The value obtained for the molecular weight is 757.060 g/mol.

The geometry in ORCA input format:
```
! RIJCOSX wB97M-V def2-TZVPD def2/J DEFGRID3
* xyz -1 1
C -4.417 5.393 2.299
C -3.373 5.238 2.885
C -1.932 5.179 3.481
C -0.904 5.830 2.453
C 0.210 4.862 1.899
C -0.304 3.703 0.912
P -0.499 2.212 2.058
N 0.474 0.976 1.769
O -1.651 4.099 0.537
P -1.700 5.100 -0.902
P -1.729 6.350 -2.771
O -0.743 5.743 -3.787
O -0.094 4.580 -1.367
C 0.428 3.536 -0.491
C 0.184 2.230 -1.375
C -1.201 1.502 -1.166
C -1.370 0.483 -2.396
C -2.707 -0.356 -2.337
C -3.036 -0.997 -0.928
C -1.837 -1.785 -0.244
C -2.035 -3.364 -0.170
C -2.231 -3.854 1.343
C -1.534 -5.284 1.603
C 1.998 3.789 -0.616
C 2.872 3.400 0.658
C 4.118 2.479 0.241
C 4.076 1.026 0.873
C 5.518 0.353 0.582
C 6.248 -0.053 1.939
C 6.703 -1.582 1.849
C 8.099 -1.807 2.610
C 8.015 -3.075 3.566
C 9.252 -3.122 4.584
H -5.226 5.759 1.628
H -1.963 5.839 4.405
H -1.665 4.151 3.840
H -1.504 6.364 1.671
H -0.356 6.645 3.030
H 0.745 4.414 2.794
H 1.009 5.436 1.329
H -1.876 1.795 1.921
H -0.269 2.582 3.434
H 1.087 1.235 0.990
H -2.423 4.166 -1.731
H -3.026 5.516 -0.448
H -0.990 6.228 -0.346
H -1.224 7.671 -2.455
H -3.044 6.459 -3.335
H 0.226 2.566 -2.458
H 1.056 1.516 -1.237
H -2.087 2.182 -1.062
H -1.188 0.838 -0.248
H -1.253 1.026 -3.376
H -0.481 -0.222 -2.322
H -2.658 -1.210 -3.079
H -3.585 0.284 -2.637
H -3.361 -0.173 -0.217
H -3.917 -1.710 -0.979
H -1.779 -1.411 0.827
H -0.820 -1.545 -0.683
H -1.050 -3.825 -0.499
H -2.872 -3.740 -0.828
H -3.338 -3.905 1.554
H -1.764 -3.146 2.090
H -1.128 -5.747 0.663
H -2.338 -5.953 2.034
H -0.699 -5.156 2.354
H 2.376 3.226 -1.511
H 2.133 4.889 -0.853
H 2.291 2.991 1.529
H 3.340 4.370 1.027
H 5.061 2.973 0.650
H 4.273 2.455 -0.884
H 3.903 1.134 1.979
H 3.282 0.424 0.352
H 5.343 -0.555 -0.069
H 6.141 1.098 -0.002
H 7.108 0.655 2.110
H 5.552 0.057 2.822
H 6.715 -1.969 0.791
H 5.921 -2.184 2.407
H 8.350 -0.874 3.186
H 8.871 -2.035 1.815
H 7.076 -3.071 4.192
H 8.052 -4.030 2.973
H 8.892 -3.193 5.649
H 9.880 -4.040 4.372
H 9.914 -2.206 4.500
C -6.288 -1.475 -6.631
S -4.571 -1.325 -6.103
O -4.553 -1.411 -4.613
C -4.391 0.411 -6.550
H -6.632 -2.485 -6.411
H -6.908 -0.756 -6.093
H -6.355 -1.298 -7.706
H -5.129 1.011 -6.015
H -4.521 0.525 -7.627
H -3.388 0.737 -6.270
C -8.636 -4.044 -2.551
S -7.564 -3.228 -3.751
O -7.992 -3.678 -5.110
C -6.073 -4.141 -3.323
H -9.645 -3.649 -2.666
H -8.644 -5.120 -2.731
H -8.278 -3.834 -1.543
H -6.242 -5.212 -3.455
H -5.799 -3.928 -2.289
H -5.270 -3.815 -3.984
C 2.038 -4.418 2.800
S 3.690 -4.277 3.506
O 4.616 -3.902 2.401
C 3.911 -6.039 3.821
H 1.708 -3.426 2.492
H 2.059 -5.080 1.933
H 1.353 -4.809 3.555
H 3.816 -6.598 2.889
H 3.165 -6.377 4.542
H 4.908 -6.191 4.235
*
```

=====

total energy of number 1 (C32H73N2NbO15P3S)? -108299.645 eV

=====

What is the formula in the first record? C32H73N2NbO15P3S

=====

Among the records above, which one has the lowest total energy? C32H73NO6P3S3